DFT (the ωB97M-V functional and the def2-TZVPD basis) results for a 11-piece molecular cluster, C11H33N11O22 overall in a non-equilibrium geometry.

Structure (XYZ):
```
77
Properties=species:S:1:pos:R:3:forces:R:3:lowdin_charge:R:1
H -2.4949 -4.7752 -0.0610 -0.319 -0.034 0.560 0.084
C -1.4842 -1.1980 -1.1827 -0.763 -0.039 1.912 0.080
H 0.1513 3.1673 -3.3529 0.138 -0.264 -0.287 0.101
O 2.3254 4.1673 -1.4262 -0.370 -1.212 -1.685 0.027
O -4.1104 3.3422 3.9859 2.798 -1.223 0.413 0.007
H -4.7125 3.1920 -1.0453 -0.954 -0.337 0.693 0.075
C -3.8398 3.4550 -1.5630 1.896 -0.300 -1.470 0.079
H -0.0252 3.3879 -1.6311 -0.076 0.272 0.604 0.057
C 3.8693 -1.9238 0.4551 -0.635 0.487 -0.547 0.050
H -3.9715 4.2985 -2.2246 -0.047 0.194 -0.116 0.098
H 2.8312 -0.3214 -4.5527 0.000 0.167 -0.694 0.088
O -1.9800 -7.7115 1.0385 -0.123 0.982 0.149 0.048
H -3.8502 -5.9238 0.2183 0.485 0.247 0.188 0.113
C 1.6358 5.4493 1.8171 -1.922 -0.863 0.296 0.072
C 1.8622 -6.0318 -1.6882 -0.274 0.432 0.298 0.053
N 2.3671 1.8055 2.3844 -0.713 -1.787 0.329 -0.435
O 1.8711 2.6093 3.1258 -0.702 0.780 1.123 0.037
H 1.2287 -6.1080 -0.8259 -0.066 -0.535 0.403 0.071
H -2.9633 -5.3234 1.6243 0.413 -0.011 0.788 0.075
O 0.3420 6.0105 -0.0460 0.155 0.468 0.153 0.070
H -0.7542 -1.0184 -1.9132 1.041 -0.388 -1.018 0.044
O -1.3206 -6.7557 -0.7313 0.698 0.934 -1.203 0.054
H -1.5264 -2.2126 -0.7258 0.026 0.577 -0.896 0.113
H 2.9103 -1.4088 0.1905 0.925 -0.685 0.116 0.086
H 2.5071 2.9027 0.5315 0.798 0.067 1.567 0.090
O 4.6740 -2.5335 -1.6040 0.567 -0.894 -1.940 0.066
H 0.6441 1.8258 -2.2183 -0.303 0.524 -0.256 0.081
C -4.4592 -0.7712 2.3889 0.713 0.952 -0.011 0.046
O 1.3453 -3.8657 -1.0914 0.161 0.013 -0.615 0.051
O 0.9616 -0.3034 -3.0755 1.122 0.145 0.641 0.028
H -3.7841 0.0454 2.6830 -0.912 -0.033 -0.071 0.074
N -1.0573 -0.3590 -0.0111 0.163 -0.506 -0.392 -0.432
H -2.3711 1.5279 3.1151 0.183 -0.215 -0.550 0.065
N -1.9405 -6.7384 0.2902 -1.273 -1.513 1.778 -0.440
N 4.8353 -1.7615 -0.7199 -1.762 0.958 3.600 -0.449
H 4.2630 -1.5053 1.3529 0.554 0.728 0.282 0.075
H 2.8875 -6.3556 -1.5122 -0.197 -0.083 -0.193 0.110
H -2.4388 -0.7874 -1.4798 -0.289 -0.331 -0.075 0.085
C 3.2088 -0.6578 -3.6143 -0.276 0.558 1.050 0.074
H 2.4533 5.9488 1.3799 0.823 0.607 -0.565 0.087
H 3.7548 -2.9674 0.6516 -0.368 -0.691 -0.366 0.078
O 5.6006 -0.8319 -0.6168 0.676 0.079 -0.916 0.065
H 4.1528 -0.1710 -3.3139 -0.589 -0.396 -0.066 0.111
O 2.5335 -4.1705 -2.8867 -0.598 -0.003 0.352 0.054
H 1.3761 -6.4841 -2.5372 0.195 -0.251 -0.303 0.102
O -2.1937 4.1850 4.4998 0.392 -0.432 0.078 0.067
O -2.5094 -2.0291 2.7264 -0.480 -0.006 -0.469 0.078
N 1.9652 3.3950 -2.3387 0.171 0.493 1.237 -0.395
H -1.1565 2.0143 4.3757 0.164 0.030 -0.288 0.095
O -1.9181 0.3035 0.5278 -0.390 0.550 0.491 0.031
H -5.1518 -1.0974 3.1553 0.054 0.152 0.277 0.109
H 3.9960 2.9252 1.8462 -0.917 0.339 -0.759 0.121
O -4.0488 -2.6428 1.3121 0.817 -1.455 -0.637 0.045
H 1.0734 6.0848 2.5072 0.239 0.038 -0.164 0.111
H 3.6392 1.5495 0.7400 -0.542 1.059 0.827 0.110
O -2.4715 2.3188 -3.1542 -0.202 0.052 0.346 0.064
C 3.1637 2.4139 1.3163 1.519 -2.228 -2.304 0.031
H 3.2261 -1.7364 -3.5620 0.279 -0.275 -0.023 0.072
H 1.8850 4.5199 2.3108 0.065 0.032 -0.035 0.045
O 2.6813 2.9073 -3.1833 0.482 0.445 0.163 0.071
H -2.6603 1.2353 4.8331 -0.517 -0.528 0.468 0.089
C 0.5621 2.9126 -2.3859 0.017 -0.313 0.175 0.044
O 0.0953 -0.4321 0.3369 0.012 0.136 0.121 0.072
O -4.2378 1.3216 -2.3485 1.266 0.632 -0.448 0.036
C -2.1945 1.8658 4.1142 -0.265 1.390 0.322 0.072
N -3.4495 2.2706 -2.4436 -1.922 -0.537 0.663 -0.417
O 2.2268 0.5876 2.5283 0.624 1.397 -0.748 0.060
N -2.8686 3.2233 4.2205 -2.541 1.001 -0.536 -0.404
H -2.9628 3.6046 -0.9533 0.059 0.247 0.450 0.091
C -2.8726 -5.5688 0.5955 0.170 -0.547 -2.262 0.058
N 0.6397 5.1274 0.7162 -0.668 -1.477 -0.569 -0.409
N 2.1147 -0.2751 -2.6327 -0.193 -0.288 -0.872 -0.382
H -4.9922 -0.6607 1.4412 0.139 0.558 0.425 0.109
N -3.5593 -1.8940 2.1271 -0.368 -0.199 0.371 -0.457
O 0.1517 3.9810 0.6089 1.040 1.461 0.914 0.001
O 2.4228 -0.0001 -1.4945 -0.210 0.173 -0.267 0.042
N 1.8964 -4.5697 -1.9249 0.707 0.521 -0.011 -0.429
```
Forces are in eV/Å.

Properties
ΔE to the lowest compared entry with this formula, charge and spin: 128.9 kJ/mol
HOMO: -10.9888 eV
total charge: 0
SMILES: C[N+](=O)[O-].C[N+](=O)[O-].C[N+](=O)[O-].C[N+](=O)[O-].C[N+](=O)[O-].C[N+](=O)[O-].C[N+](=O)[O-].C[N+](=O)[O-].C[N+](=O)[O-].C[N+](=O)[O-].C[N+](=O)[O-]
E: -73346.814 eV
LUMO level: -0.12 eV